--- a ---
60
Properties=species:S:1:pos:R:3 method="wB97M-V/def2-TZVPD" homo_energy_ev=-7.94 lumo_ev=0.7693 mol_weight_g_mol=401.51 orbital_gap_ev=8.7
N -2.219 1.304 1.325
C -0.852 -2.106 -1.745
C -2.104 -1.512 -2.386
C -0.878 -0.348 0.132
H 1.125 -0.173 3.218
H -0.780 0.300 -0.741
C 1.378 2.520 -0.475
O 2.524 -1.554 2.520
H 0.009 -1.706 -2.287
H -4.221 -1.612 -2.503
H 4.212 -1.733 -3.635
H -0.396 4.935 2.352
H 3.461 2.437 -0.770
N -0.575 3.268 -0.082
H 2.378 0.943 1.463
C 2.956 -0.577 -1.501
C 2.571 1.874 -1.063
H 2.442 -1.941 -3.769
H 0.448 3.542 3.057
C -1.591 1.702 2.445
H 3.049 -3.187 0.658
H -2.072 -0.426 -2.301
H 2.837 0.204 3.586
H -3.439 0.393 -0.867
H -1.284 -2.454 0.348
C 2.101 -0.598 3.470
H 2.017 -1.142 4.409
C 2.672 -1.167 1.226
H -2.450 3.653 2.079
O 3.069 -0.207 -2.814
C 2.566 0.142 0.767
H -4.309 0.116 0.634
C -3.795 -1.693 -0.407
C 2.952 -2.173 0.304
H 3.307 -2.688 -1.721
H -0.854 -3.190 -1.886
C 3.095 -1.882 -1.038
C -3.488 -0.251 0.013
C 0.130 3.390 0.995
O -1.018 0.947 3.208
H 2.475 1.879 -2.147
C -0.311 3.846 2.335
H -3.298 -2.382 0.274
H 3.273 -0.699 -4.738
O 1.389 2.943 0.812
C -2.211 -0.071 0.842
H -0.098 -0.053 0.837
C -0.648 -1.811 -0.258
C -1.663 3.210 2.687
H -2.261 -0.708 1.734
H -2.066 -1.743 -3.455
N 0.224 2.713 -1.021
H -2.460 2.008 0.641
H -1.874 3.384 3.742
H 0.382 -2.079 -0.017
C 2.697 0.443 -0.580
C -3.441 -2.031 -1.860
C 3.260 -1.213 -3.777
H -4.867 -1.870 -0.293
H -3.474 -3.117 -1.978



--- b ---
60
Properties=species:S:1:pos:R:3 method="wB97M-V/def2-TZVPD" homo_energy_ev=-9.06 lumo_ev=0.5464 mol_weight_g_mol=401.51 orbital_gap_ev=9.6
H -0.626 -0.711 -0.606
C -4.070 1.830 0.896
C 0.443 3.513 0.979
C 2.167 0.183 -1.959
C -2.201 0.151 1.134
H 2.903 -2.303 -2.612
C -4.508 2.937 -1.298
H -5.373 2.342 -1.611
C 0.001 -3.710 1.117
C 4.139 -1.109 -1.300
H -0.764 -2.959 1.250
H -2.656 -0.661 0.564
H 2.924 -1.929 1.191
C 1.678 3.432 0.120
H 2.451 4.079 0.534
H 1.781 0.070 0.502
H 1.470 3.751 -0.902
H -4.577 3.904 -1.798
C 1.342 -3.343 1.063
C 1.341 -0.880 0.180
H -4.113 1.937 1.978
C 2.261 -4.386 0.939
C 2.922 -2.013 -1.559
H -2.592 0.131 2.152
H 2.062 2.413 0.096
H 4.967 -1.355 -1.966
C -2.518 1.412 -1.028
H 0.818 -1.543 -1.810
H 0.618 3.143 1.989
H 1.540 -1.539 2.185
C -4.527 3.109 0.210
H 2.119 0.076 -3.046
C 0.658 -5.991 0.865
C -2.629 1.493 0.498
C -1.703 2.581 1.058
O -1.965 3.239 2.029
H 2.937 -2.932 -0.982
C -0.346 -5.047 1.007
H 3.690 0.901 -0.581
H 0.419 -7.045 0.777
H -3.180 2.135 -2.738
H 0.049 4.528 1.046
H 1.538 1.035 -1.692
H 3.323 -4.154 0.925
N -3.287 2.270 -1.743
N -0.113 -0.752 0.265
H -1.382 -5.357 1.041
H -4.715 0.992 0.611
C 1.832 -1.923 1.205
N 1.950 -5.673 0.841
C 3.628 0.335 -1.513
O -0.096 0.341 2.256
H 4.217 0.883 -2.247
O -1.782 0.617 -1.593
O -0.566 2.673 0.372
C 1.693 -1.126 -1.307
H 4.512 -1.238 -0.283
H -3.873 3.930 0.507
H -5.537 3.374 0.523
C -0.696 -0.063 1.271



The winner here is b, beating the second structure by 205.7 kJ/mol.



--- a ---
10
Properties=species:S:1:pos:R:3 method="wB97M-V/def2-TZVPD" homo_energy_ev="-8.84 / -8.84" lumo_ev="-1.7998 / -1.7972" mol_weight_g_mol=125.11 orbital_gap_ev="7.0 / 7.0"
S -0.123 0.648 0.229
O -0.392 1.507 -0.914
O -1.809 -0.466 0.355
H 0.304 -1.443 -0.763
H -2.641 -1.035 -1.260
N -2.202 -1.410 -0.393
O 0.746 -0.676 -0.275
H 2.069 0.061 1.400
C 1.709 0.932 0.927
O 2.339 1.883 0.695



--- b ---
10
Properties=species:S:1:pos:R:3 method="wB97M-V/def2-TZVPD" homo_energy_ev=-10.54 lumo_ev=-0.8681 mol_weight_g_mol=125.11 orbital_gap_ev=9.7
S -4.320 0.727 0.748
H 0.060 -0.021 -0.990
O -4.011 -0.576 0.208
H 0.074 -0.955 0.346
H 1.063 0.481 0.400
O -2.563 0.579 2.112
C 0.063 0.001 0.061
O -1.149 0.563 0.450
O -3.827 1.814 -0.006
N -1.519 0.167 1.682



The winner here is b, beating the second structure by 189.4 kJ/mol.



--- a ---
85
Properties=species:S:1:pos:R:3 method="wB97M-V/def2-TZVPD" homo_energy_ev=-8.72 lumo_ev=0.6631 mol_weight_g_mol=445.69 orbital_gap_ev=9.4
H 1.691 -20.566 -10.636
H 6.710 -20.415 -10.905
H 13.011 -21.549 -11.800
C 3.889 -20.807 -16.860
C 7.636 -17.126 -11.224
H 11.026 -19.762 -16.303
H 1.436 -22.101 -14.832
H 12.132 -22.216 -13.711
H 3.719 -19.110 -10.203
H 5.152 -13.173 -12.210
H 3.163 -22.574 -14.955
H 7.063 -18.331 -13.510
H 3.084 -14.759 -11.887
N 12.128 -22.183 -16.330
H 0.653 -19.884 -11.896
C 6.362 -15.289 -12.370
C 1.136 -19.678 -10.936
N 2.008 -22.159 -17.424
H 12.939 -19.834 -11.345
H 8.771 -19.983 -14.884
O 4.602 -20.048 -15.892
H 7.313 -16.897 -10.213
H 6.053 -21.878 -13.481
C 5.975 -20.863 -11.585
H 3.851 -20.256 -17.808
C 5.511 -13.428 -11.213
H 2.540 -18.362 -11.986
H 2.693 -20.997 -14.315
H 12.371 -23.065 -15.894
H 6.255 -18.874 -15.810
H 5.660 -15.044 -13.179
H 4.623 -21.453 -10.004
H 0.651 -17.227 -9.889
H 1.874 -20.255 -16.435
C 6.755 -21.477 -12.733
C 5.196 -21.910 -10.805
C 6.526 -16.796 -12.232
H 5.586 -17.181 -11.802
O 7.454 -20.405 -13.342
O 1.882 -15.981 -10.840
C 2.490 -21.164 -16.442
H 3.468 -17.532 -9.971
H 4.922 -18.188 -16.751
H 8.548 -16.567 -11.457
N 6.885 -17.329 -13.564
H 4.550 -22.504 -11.462
C 12.555 -21.047 -15.483
H 7.460 -22.241 -12.386
H 12.305 -18.927 -15.422
H 8.792 -21.641 -14.306
O 5.909 -14.777 -11.148
H 1.054 -21.969 -17.711
H 4.724 -13.272 -10.473
H 6.338 -12.772 -10.909
H 5.751 -18.989 -12.230
C 12.101 -19.749 -16.113
N 5.115 -19.754 -12.020
H 1.687 -15.389 -12.812
C 12.433 -20.627 -11.899
O 12.365 -20.209 -13.247
H 6.072 -17.248 -14.172
H 11.431 -20.724 -11.465
C 1.154 -17.193 -10.853
H 7.931 -18.175 -11.335
H 4.645 -19.967 -12.892
H 10.845 -21.164 -14.233
H 3.085 -16.424 -12.490
H 0.336 -19.537 -10.205
C 2.012 -18.437 -11.029
C 2.458 -15.630 -12.065
H 12.608 -22.130 -17.219
H 12.626 -19.538 -17.045
H 5.894 -19.522 -17.436
C 11.939 -21.216 -14.129
H 13.651 -20.981 -15.416
C 5.465 -19.113 -16.518
H 0.403 -17.145 -11.659
H 4.420 -21.759 -17.033
C 2.445 -21.759 -15.053
H 2.542 -22.069 -18.287
H 5.851 -22.664 -10.349
H 7.348 -14.874 -12.629
C 8.135 -20.788 -14.522
H 7.461 -21.106 -15.330
N 3.004 -18.438 -9.935



--- b ---
85
Properties=species:S:1:pos:R:3 method="wB97M-V/def2-TZVPD" homo_energy_ev=-8.69 lumo_ev=0.5345 mol_weight_g_mol=445.69 orbital_gap_ev=9.2
C -26.021 -5.914 9.022
H -26.395 -6.766 9.590
H -20.357 -5.875 8.862
O -24.007 -12.507 8.455
C -28.283 -17.749 7.126
C -21.721 -17.386 10.493
H -17.151 -12.117 8.378
H -22.915 -9.396 9.884
H -25.711 -12.214 9.645
C -24.388 -10.603 9.991
H -28.285 -18.801 6.839
H -22.811 -17.129 7.469
H -25.696 -11.130 8.387
H -25.729 -18.697 5.956
H -22.703 -17.697 10.136
H -26.342 -5.951 7.981
H -23.724 -13.643 6.672
H -20.614 -18.428 9.339
C -18.889 -11.452 9.388
H -23.510 -15.716 5.213
C -20.114 -10.568 9.166
H -26.075 -10.642 11.137
H -21.051 -16.622 12.545
N -23.503 -9.772 9.154
C -25.419 -9.897 10.688
H -22.705 -16.303 12.077
H -17.722 -10.564 7.807
C -17.758 -12.546 5.863
H -25.963 -18.550 7.605
N -18.139 -10.785 10.454
H -24.547 -3.980 9.661
C -21.389 -16.085 9.699
H -25.318 -13.762 7.384
H -17.208 -11.176 10.434
H -21.832 -6.730 9.482
O -21.414 -16.490 8.293
C -18.048 -11.556 8.120
H -25.998 -9.111 10.203
H -23.175 -4.610 10.119
N -24.172 -4.767 10.171
C -21.379 -6.189 8.651
C -21.887 -17.016 11.966
H -23.286 -18.202 6.388
H -18.307 -13.281 5.275
N -23.615 -17.667 7.179
O -18.630 -12.265 7.005
C -24.998 -11.650 9.044
C -20.752 -15.531 7.488
H -28.050 -17.448 8.148
C -24.765 -16.849 6.733
H -16.718 -12.779 6.090
H -21.470 -14.760 7.207
H -17.669 -11.635 5.270
C -23.608 -5.535 7.948
H -20.335 -16.010 6.602
H -20.843 -11.070 8.529
H -19.847 -18.210 10.747
H -19.846 -9.566 8.831
C -24.427 -5.896 9.249
H -21.492 -6.878 7.814
H -22.163 -15.318 9.741
H -23.774 -11.122 10.727
C -24.420 -16.307 5.321
H -19.218 -12.425 9.754
H -22.107 -17.964 12.456
H -29.189 -17.274 6.751
C -24.494 -13.074 7.192
H -24.361 -17.159 4.643
H -24.089 -6.792 9.770
H -26.589 -5.050 9.369
H -23.984 -4.628 7.474
O -27.112 -17.261 6.497
H -22.997 -10.453 8.607
H -20.756 -10.437 10.037
H -24.856 -9.518 11.540
C -25.925 -17.932 6.708
H -20.412 -15.681 9.965
H -24.982 -16.101 7.496
H -18.562 -10.901 11.363
N -20.746 -18.425 10.341
H -25.190 -15.775 4.762
H -19.861 -15.162 7.996
H -23.650 -6.346 7.221
H -24.675 -12.213 6.548
O -22.271 -5.122 8.350



The winner here is a, beating the second structure by 299.8 kJ/mol.



--- a ---
55
Properties=species:S:1:pos:R:3 method="wB97M-V/def2-TZVPD" homo_energy_ev=-8.56 lumo_ev=0.1779 mol_weight_g_mol=372.47 orbital_gap_ev=8.7
H -8.163 0.240 -2.316
H -1.845 1.754 -0.532
C -2.443 -1.630 -0.165
C 4.162 1.637 2.447
H -5.681 -0.605 -1.421
C -7.456 0.578 -1.557
H 5.739 2.291 1.142
H -7.504 1.667 -1.494
H 5.871 2.878 2.810
C 5.594 2.019 2.191
H 4.373 -2.218 0.058
C 3.445 0.529 -0.733
O -0.644 1.640 -2.831
C 1.954 0.791 -0.614
C 1.272 0.746 0.609
H 0.781 -1.404 2.046
H 2.054 -1.301 3.264
H 3.629 -0.151 -1.571
H -4.064 -0.736 -3.873
C 3.466 0.687 1.708
C -0.805 1.454 -0.528
C 1.997 0.378 1.899
O -4.430 -2.071 -1.378
N 1.260 1.125 -1.781
C 4.068 -0.057 0.542
H 1.739 1.190 -2.672
N 1.427 1.123 3.025
H -2.480 -0.834 0.576
H 3.651 2.182 3.235
C 1.827 -1.124 2.209
H 1.464 -3.745 1.055
H -2.378 0.242 -1.853
O -5.887 1.488 -3.719
H 2.531 -3.881 2.469
C 2.716 -2.037 1.390
H 3.194 -4.070 0.835
H 3.940 1.477 -0.963
C -3.990 0.124 -3.208
N -3.227 -0.278 -2.018
H -0.719 1.091 1.566
H 5.155 0.060 0.510
C 3.752 -1.533 0.627
C 2.464 -3.522 1.438
H 1.981 0.968 3.865
H 0.458 0.857 3.177
C -5.416 0.642 -2.970
C -0.069 1.460 -1.772
H -3.435 0.905 -3.731
H 6.258 1.185 2.438
H -7.727 0.146 -0.593
C -3.453 -1.346 -1.252
N -6.104 0.165 -1.927
C -0.163 1.090 0.633
H -1.446 -1.689 -0.599
H -2.691 -2.580 0.307



--- b ---
55
Properties=species:S:1:pos:R:3 method="wB97M-V/def2-TZVPD" homo_energy_ev=-8.60 lumo_ev=0.5896 mol_weight_g_mol=372.47 orbital_gap_ev=9.2
H -0.150 -3.464 -1.685
H 0.545 -0.246 0.351
O 1.989 0.603 0.237
C 0.781 -3.570 0.283
H 1.506 -4.084 -1.678
C 0.561 -4.084 -1.144
C -1.203 -1.442 0.530
H -5.287 0.469 -1.548
C -1.957 -0.150 0.235
H 3.455 1.877 -1.761
C -5.270 1.150 1.125
C 2.826 -0.296 0.136
H 5.334 5.216 0.133
N 4.162 0.074 0.053
H -1.613 0.643 0.899
H -3.639 -0.648 1.465
C -3.467 -0.331 0.434
H 5.558 1.337 1.913
N 4.861 -2.119 -0.064
O 3.493 -3.881 -0.104
H -0.129 -3.693 0.871
C -4.480 1.134 -1.195
C 5.219 1.989 1.124
H 5.619 -2.786 -0.155
H -7.197 0.431 1.773
H -5.828 2.839 -1.119
C 2.511 -1.708 0.115
C -4.842 2.584 -1.497
C 5.092 4.164 0.118
C -6.466 0.197 1.003
H -1.750 0.160 -0.789
C 5.226 -0.800 -0.039
H 1.577 -4.158 0.735
H 0.185 -5.103 -1.113
H -1.411 -1.761 1.561
C 4.474 1.473 0.076
H -5.611 2.176 0.981
O 6.377 -0.445 -0.105
H -4.110 3.247 -1.044
C 3.585 -2.670 -0.022
C 5.531 3.337 1.137
H -3.581 0.883 -1.761
H 6.116 3.741 1.950
N 0.212 -1.223 0.358
H -1.551 -2.230 -0.145
C 1.171 -2.124 0.259
H -4.861 1.083 2.138
H 4.001 4.285 -1.721
H -6.152 -0.837 1.127
C 4.036 2.293 -0.952
C 4.343 3.642 -0.923
H -6.949 0.300 0.034
N -4.169 0.918 0.209
H -4.842 2.742 -2.573
H -3.830 -1.136 -0.228



The winner here is b, beating the second structure by 125.8 kJ/mol.